134
Properties=species:S:1:pos:R:3:forces:R:3:mulliken_charge:R:1 method="wB97M-V/def2-TZVPD" charge=0 homo_ev=-8.8 lumo_energy_ev=0.293
C -0.244341 -1.980461 4.741523 0.0 0.1 0.0 0.636
H -0.644938 1.970942 4.493318 0.0 0.0 0.0 0.107
H -0.858189 -2.057804 -5.927179 -0.1 0.0 -0.1 0.244
H -4.049563 -2.541320 -3.434304 -0.1 0.0 0.0 0.254
C 1.246157 -2.326960 4.656565 0.0 0.0 0.0 -0.901
H -6.837000 -0.434794 8.614664 0.0 0.0 0.0 0.292
C -3.051731 -3.860595 -2.034586 0.0 -0.2 0.1 -0.486
H 0.117092 -1.758584 -1.484672 0.0 0.0 0.0 -0.316
C 1.874635 -1.567334 0.608887 0.0 0.0 -0.1 -0.733
H -6.986713 -0.084110 6.887050 0.0 0.0 0.0 0.345
H 1.013187 3.465008 7.094344 0.0 0.0 0.0 0.489
H 0.721485 -1.960889 -5.568510 0.0 0.0 0.0 0.218
H -3.240775 -4.838807 -2.488835 0.1 0.0 0.1 0.322
H -5.164348 -3.400045 -2.368681 0.1 0.0 0.0 0.399
C 0.987938 -2.752677 0.213236 0.0 -0.1 0.0 -1.044
C 1.157091 0.506264 -5.320521 0.0 0.0 -0.2 0.444
I -0.690129 0.894719 -8.243812 0.0 0.0 -0.1 0.222
C 2.756431 -1.985154 -9.235334 0.0 -0.1 0.0 0.356
C 2.051072 3.196499 -2.955839 -0.1 -0.2 0.0 0.100
C 1.469606 0.692695 -0.571287 0.1 -0.1 -0.1 0.360
H -0.780131 -2.931811 4.655343 0.0 0.0 0.0 0.421
H -5.100783 -1.887431 8.627287 0.0 0.1 0.0 0.284
N -0.033585 -1.483050 -6.048448 0.2 -0.1 0.0 -0.478
H -7.783912 0.946036 8.085280 0.0 0.0 0.0 0.370
H 3.405787 0.002085 5.385725 0.0 0.0 0.0 0.257
H -1.412311 6.151529 7.849915 0.0 0.0 0.0 0.348
H -4.216031 -2.047329 -1.748704 0.0 0.0 -0.1 0.324
H 0.052919 -0.416392 0.600652 0.1 0.1 0.1 0.567
H 2.747389 3.335280 -5.012370 0.0 0.0 0.1 0.372
C -1.202112 0.657193 -6.237048 0.2 -0.2 0.0 -1.108
H 1.534537 -3.684626 0.401544 -0.1 0.0 0.1 0.324
H -3.640137 1.435638 7.246397 0.0 0.0 0.0 -0.340
C -6.885830 0.366634 7.876073 0.0 0.0 0.0 -1.496
C 3.123500 -0.746034 -4.656771 0.0 -0.1 -0.1 -1.132
H -1.506889 -3.655426 -3.503501 0.0 0.2 0.0 0.322
H 0.753840 1.519833 -0.614097 0.0 0.0 0.1 0.608
H -2.509534 3.130877 7.752598 -0.1 0.0 0.0 0.253
C 2.914622 1.248765 -0.548284 0.0 0.1 -0.1 -0.484
C 3.035567 2.790714 -0.626231 -0.3 -0.1 -0.2 -1.263
H 0.191219 2.134707 -4.304442 0.1 0.0 0.0 0.135
H -0.259103 4.431406 9.030994 0.0 0.0 0.0 0.504
H -5.094298 0.906928 9.871960 0.0 0.0 0.0 0.328
H -0.594683 -0.255124 -4.419724 0.1 0.2 -0.1 -0.281
H 2.715577 -1.516322 -0.095430 0.0 0.0 0.1 0.558
C -2.284649 1.189613 -5.688967 -0.2 0.1 0.3 0.524
H 3.613567 -2.964129 -10.979569 0.0 0.0 0.0 0.362
C 5.369008 -0.347109 -10.131317 0.0 0.1 0.0 -0.696
O 4.233648 0.002289 -9.367613 0.1 0.0 0.0 -0.386
H -1.729821 5.127707 6.459148 0.0 0.0 0.0 0.272
O -0.549919 2.251517 6.496038 0.0 0.0 0.0 0.048
C 3.297179 3.278638 -2.059874 0.0 0.0 0.0 -0.900
H -0.345563 -0.277151 6.092809 0.0 0.0 0.0 -0.091
C -0.653177 -1.323287 6.052614 0.0 0.0 0.1 -1.097
H 0.785818 2.535808 -5.898692 0.0 -0.1 0.0 0.493
H -1.989343 1.592035 -3.581848 -0.1 0.0 -0.1 0.197
H 2.235280 0.087455 -9.395035 0.0 0.0 0.0 -0.014
C 2.453762 -0.483910 5.596314 0.0 0.0 0.0 -0.479
N -2.091811 3.586263 8.559528 0.1 -0.1 0.0 -0.645
O 2.091967 -1.213920 4.440477 0.0 0.1 0.0 -0.281
C -1.010673 5.334184 7.252808 0.0 0.0 0.0 -1.467
H 3.836904 -0.505912 -3.863902 -0.1 0.0 0.0 0.251
H -0.078654 5.666965 6.792636 0.0 0.0 0.0 0.367
H -0.215940 -1.840721 6.909185 0.0 0.0 0.0 0.382
C 1.132234 -0.213218 0.613087 -0.1 -0.1 0.0 -1.089
H -1.398803 3.480147 5.032842 0.0 0.0 0.0 0.250
C -4.187820 -2.914888 -2.413852 0.1 0.1 -0.1 -1.267
H 2.086566 3.226437 -0.286786 0.2 0.1 0.1 0.437
H 1.317494 0.120641 -1.494510 0.0 0.1 0.0 -0.597
H -1.737019 -1.339115 6.164320 0.0 0.0 0.0 0.158
H -0.491433 -1.625183 2.752609 -0.1 0.0 0.0 0.201
C -4.289619 -1.659707 7.930505 0.1 0.0 0.0 -0.801
H -4.646936 -1.812384 6.907142 0.0 0.0 0.0 0.362
H 1.702870 -2.200110 -9.443217 0.0 0.0 0.0 0.460
H 1.319272 2.549563 -2.465260 0.0 0.1 0.0 -0.130
H -0.883656 -4.257888 -0.670142 0.0 0.0 -0.1 0.538
H 0.094629 -2.770458 0.852858 0.1 0.0 0.0 0.328
H 1.340739 0.314106 1.551585 0.0 0.0 -0.1 0.349
H 1.401125 -2.977962 3.791579 0.0 0.0 0.0 0.364
C -2.663192 1.024852 -4.232526 0.1 -0.1 0.1 -0.896
H 1.433273 -2.848136 -1.868758 -0.1 0.1 0.0 0.144
H 5.837240 -1.272403 -9.785622 0.0 0.0 0.0 0.249
C -5.657210 1.265615 7.956429 0.0 0.0 0.1 0.345
H 0.372619 3.342352 4.989805 0.0 0.0 0.0 0.389
C 0.088915 3.025009 7.493243 0.0 0.0 0.0 -0.800
H 3.188449 -4.054414 -9.652383 0.0 0.0 0.0 0.403
H 3.068654 -1.836518 -4.766027 0.0 0.1 0.0 0.319
C 2.302992 2.593845 -4.339892 0.2 0.1 -0.1 -0.864
C -0.557346 2.801239 5.193815 0.1 0.0 0.0 -0.739
H -3.675868 1.376106 -4.053428 0.0 0.0 0.0 0.522
H 2.949719 -0.574858 -10.879798 0.0 0.0 0.0 0.498
C -0.791617 4.107780 8.130805 0.0 0.0 0.0 0.066
H -1.689765 -2.251553 -2.465235 0.0 -0.1 0.0 -0.151
I -3.625492 2.379423 -6.744048 -0.1 0.1 -0.1 0.036
H 5.111024 -0.461320 -11.189340 0.0 0.0 0.0 0.316
H 0.367389 2.310143 8.271695 0.0 0.0 0.0 0.281
H 1.677204 0.383103 -6.280968 0.0 0.1 0.1 0.049
H 3.457952 0.838289 -1.406764 0.1 0.0 0.1 0.076
C -1.671142 -3.349485 -2.465593 0.0 0.1 0.0 0.072
H 6.089122 0.464301 -10.031803 0.0 0.0 0.0 0.258
N 2.917317 -2.049903 -7.783130 0.0 0.1 0.0 -0.613
H 1.567895 -2.875095 5.552595 0.0 0.0 0.0 0.494
C 3.010697 -0.578473 -9.782635 0.0 0.0 0.0 -0.440
H 3.047601 1.806846 -4.211101 0.0 0.0 -0.1 0.131
N -5.461187 1.692217 9.342437 0.1 0.0 0.0 -0.716
C 1.042348 1.996990 -4.982191 -0.1 0.0 0.1 -0.658
H -1.946377 2.837049 9.230338 0.0 0.0 0.0 0.305
H 2.308456 -1.763203 1.593992 0.0 0.0 0.0 0.148
C -0.213262 -0.167942 -5.447076 -0.1 -0.1 0.2 0.676
C -4.400043 0.654348 7.332423 0.2 0.1 -0.1 -0.012
H 2.579797 -1.149280 6.456650 0.0 0.0 0.0 0.331
H 1.717899 0.282739 5.854244 0.0 0.0 0.0 -0.010
C -0.491664 -3.830050 -1.600188 0.0 -0.1 0.0 -0.964
H 3.828056 -1.664144 -7.548734 0.0 0.0 0.0 0.390
H 4.070482 2.637193 -2.496740 0.1 0.1 0.1 0.332
H 3.696802 4.297622 -2.047883 0.0 -0.1 0.0 0.470
H -3.468643 -2.350858 8.121294 0.0 0.0 0.0 0.290
N -0.677220 -1.137294 3.624326 0.1 -0.1 -0.1 -0.655
H 2.224540 -1.437622 -7.361713 0.0 -0.1 0.1 0.105
H -4.604855 0.284179 6.318645 -0.1 0.0 0.0 0.487
C 0.537178 -2.740941 -1.245353 0.1 0.1 -0.1 0.499
O 1.851410 -0.225218 -4.320630 -0.1 0.0 0.2 0.017
C 3.596826 -3.073827 -9.893419 0.0 0.0 0.0 -1.634
O -3.776291 -0.354398 8.098708 -0.1 -0.1 0.1 -0.394
H 3.431367 0.872527 0.340876 -0.1 0.1 0.0 0.651
H 1.584335 4.182230 -3.047562 -0.1 -0.1 0.0 0.435
H 3.486466 -0.317157 -5.596615 0.1 0.0 0.1 0.458
H -2.608353 -0.026176 -3.932642 0.0 0.1 0.0 0.021
H 3.812173 3.163169 0.047221 0.0 -0.1 -0.1 0.384
H -0.065343 -0.325842 3.597780 0.0 0.0 0.0 0.182
H -5.866848 2.169643 7.374949 0.0 0.0 -0.1 0.413
H 4.625412 -3.052712 -9.531317 0.0 0.0 0.0 0.301
H 0.019208 -4.643242 -2.121861 0.0 -0.1 0.1 0.319
H -4.747917 2.413855 9.389022 0.0 0.0 0.0 0.269
H -3.050987 -4.017590 -0.950565 -0.1 0.0 -0.1 0.310